Entry 1:
ORCA calculation (the ωB97M-V functional and the def2-TZVPD basis) on C13H9BrO4 in the gas phase.

Results
Energy relative to the best compared isomer or geometry (same formula, charge and spin)   0.0 kJ/mol
Gap between HOMO and LUMO   7.7 eV
2S+1   1
HOMO energy   -9.1260 eV
SMILES   COC(=O)/C(Br)=C1/OC(c2ccccc2)=CC1=O
LUMO energy   -0.052 hartree

Structure (XYZ):
```
27
C13H9BrO4 | the OMol25 dataset | the ωB97M-V functional and the def2-TZVPD basis
C 1.608 4.510 -2.893
O 1.236 3.457 -1.977
C 2.027 3.235 -0.904
O 2.969 3.957 -0.612
C 1.592 2.199 0.068
Br 2.390 2.414 1.865
C 0.687 1.161 -0.128
O 0.415 0.252 0.846
C -0.428 -0.700 0.263
C -0.904 -1.869 0.971
C -1.841 -2.737 0.384
C -2.299 -3.879 1.092
C -1.794 -4.219 2.352
C -0.837 -3.351 2.907
C -0.410 -2.198 2.247
C -0.781 -0.272 -0.999
C -0.028 0.807 -1.368
O 0.190 1.092 -2.539
H 1.422 5.500 -2.407
H 2.650 4.458 -3.151
H 0.967 4.460 -3.774
H -2.221 -2.567 -0.610
H -2.992 -4.583 0.600
H -2.104 -5.136 2.896
H -0.407 -3.624 3.854
H 0.320 -1.540 2.725
H -1.427 -0.825 -1.709
```

Table of Löwdin atomic charges, one value per atom, all in e:
1. C -0.02
2. O -0.05
3. C -0.51
4. O 0.05
5. C -0.36
6. Br 0.77
7. C -0.19
8. O 0.04
9. C -0.12
10. C -0.15
11. C -0.01
12. C -0.07
13. C -0.07
14. C -0.07
15. C -0.01
16. C 0.05
17. C -0.38
18. O 0.11
19. H 0.11
20. H 0.09
21. H 0.10
22. H 0.10
23. H 0.11
24. H 0.12
25. H 0.10
26. H 0.12
27. H 0.15

***

Entry 2:
ORCA calculation (the ωB97M-V functional and the def2-TZVPD basis) on a molecular structure, C13H9CeCl3F5N3O3S.

Results
Gap between HOMO and LUMO (alpha / beta)   6.3 / 6.1 eV
2S+1   1
Net charge   +2
HOMO energy (alpha / beta)   -15.3593 / -15.3489 eV
LUMO energy (alpha / beta)   -0.332 / -0.342 hartree

Structure (XYZ):
```
38
C13H9CeCl3F5N3O3S | the OMol25 dataset | the ωB97M-V functional and the def2-TZVPD basis
Ce 0.030 0.148 -0.237
Cl -3.823 -2.515 -1.948
C -2.317 -3.016 -1.186
Cl -2.625 -3.678 0.439
Cl -1.465 -4.182 -2.170
C -1.464 -1.761 -0.932
O -0.252 -1.745 -1.274
O -1.999 -0.786 -0.336
C -0.505 -0.301 4.316
C -0.189 -0.833 2.962
N -0.051 -2.139 2.821
O -0.053 -0.059 1.965
H -0.437 -1.068 5.082
H -1.516 0.110 4.307
H 0.175 0.518 4.550
H -0.161 -2.772 3.599
H 0.162 -2.548 1.926
N -2.758 2.171 -0.394
C -3.153 3.439 -0.563
C -2.038 4.181 -0.900
C -0.991 3.266 -0.920
N -1.432 2.036 -0.605
H -3.326 1.369 -0.178
H -4.181 3.739 -0.442
H -1.989 5.236 -1.107
H 0.051 3.433 -1.143
F 3.198 -2.120 -2.871
C 2.803 -1.041 -2.227
C 2.093 0.068 -2.857
F 0.846 0.569 -2.376
C 3.336 0.480 -2.290
F 4.388 1.007 -2.858
C 3.185 0.582 -0.718
S 2.238 1.804 0.080
C 4.123 -0.416 -0.268
F 5.304 -0.704 -0.665
C 2.872 -0.983 -0.729
F 1.920 -1.486 0.147
```

Table of Löwdin atomic charges, one value per atom, all in e:
1. Ce 1.32
2. Cl 0.71
3. C -1.51
4. Cl 0.68
5. Cl 0.72
6. C -0.72
7. O -0.08
8. O -0.09
9. C 0.06
10. C -0.44
11. N 0.27
12. O -0.14
13. H 0.10
14. H 0.12
15. H 0.12
16. H 0.15
17. H 0.12
18. N 0.04
19. C -0.01
20. C 0.01
21. C -0.09
22. N -0.12
23. H 0.17
24. H 0.15
25. H 0.13
26. H 0.11
27. F 0.18
28. C -0.23
29. C 0.08
30. F -0.10
31. C -0.26
32. F 0.21
33. C -0.54
34. S 0.83
35. C -0.01
36. F 0.25
37. C -0.21
38. F 0.03

***

Entry 3:
ORCA calculation (the ωB97M-V functional and the def2-TZVPD basis) on C13H9Cl2N3O2 in the gas phase.

Results
Energy relative to the best compared isomer or geometry (same formula, charge and spin)   0.0 kJ/mol
Gap between HOMO and LUMO   9.9 eV
2S+1   1
HOMO energy   -9.4288 eV
SMILES   N/C(=N\OC(=O)c1cc(Cl)ccc1Cl)c1ccncc1
LUMO energy   0.017 hartree

Structure (XYZ):
```
29
C13H9Cl2N3O2 | the OMol25 dataset | the ωB97M-V functional and the def2-TZVPD basis
N 0.617 2.442 0.456
C 0.437 1.715 1.577
N -0.110 0.564 1.695
O -0.539 -0.103 0.523
C 0.369 -0.465 -0.373
O 1.542 -0.198 -0.349
C -0.304 -1.245 -1.470
C -0.484 -2.614 -1.365
C -1.080 -3.304 -2.411
Cl -1.304 -5.007 -2.284
C -1.498 -2.640 -3.556
C -1.321 -1.272 -3.659
C -0.726 -0.582 -2.617
Cl -0.507 1.125 -2.732
C 0.859 2.324 2.858
C 0.116 2.115 4.017
C 0.548 2.707 5.192
N 1.633 3.459 5.275
C 2.345 3.644 4.178
C 2.008 3.106 2.945
H 1.128 3.306 0.497
H 0.463 2.043 -0.455
H -0.160 -3.135 -0.478
H -1.960 -3.190 -4.360
H -1.645 -0.745 -4.543
H -0.770 1.504 3.980
H 0.001 2.577 6.116
H 3.231 4.255 4.293
H 2.646 3.270 2.090
```

Table of Löwdin atomic charges, one value per atom, all in e:
1. N 0.19
2. C -0.36
3. N 0.13
4. O 0.03
5. C -0.52
6. O 0.13
7. C -0.15
8. C -0.03
9. C -0.66
10. Cl 0.69
11. C -0.09
12. C -0.08
13. C -0.59
14. Cl 0.76
15. C -0.15
16. C 0.00
17. C -0.14
18. N 0.06
19. C -0.14
20. C -0.01
21. H 0.10
22. H 0.04
23. H 0.13
24. H 0.11
25. H 0.11
26. H 0.11
27. H 0.11
28. H 0.11
29. H 0.11

***

Entry 4:
ORCA calculation (the ωB97M-V functional and the def2-TZVPD basis) on C13H9ClN2O4 in the gas phase.

Results
Energy relative to the best compared isomer or geometry (same formula, charge and spin)   0.0 kJ/mol
Gap between HOMO and LUMO   8.8 eV
2S+1   1
HOMO energy   -8.3602 eV
SMILES   O=C1C[C@]2(C(=O)N1)C(=O)N1CCOc3cc(Cl)cc2c31
LUMO energy   0.016 hartree

Structure (XYZ):
```
29
C13H9ClN2O4 | the OMol25 dataset | the ωB97M-V functional and the def2-TZVPD basis
O -2.923 1.441 -2.458
C -2.400 1.287 -1.396
C -1.089 0.601 -1.145
C -0.685 1.218 0.205
C -1.719 2.222 0.516
O -1.666 2.882 1.566
N -2.715 2.166 -0.378
C 0.554 2.083 0.109
O 0.719 2.914 -0.769
N 1.472 1.354 0.854
C 2.929 1.311 0.654
C 3.728 0.462 1.668
O 3.155 -0.848 1.857
C 1.808 -0.827 1.909
C 1.214 -1.971 2.296
C -0.246 -2.128 2.247
Cl -1.008 -3.555 2.772
C -1.057 -1.079 1.557
C -0.325 0.136 1.221
C 0.976 0.267 1.465
H -1.069 -0.474 -1.103
H -0.344 0.846 -1.875
H -3.386 2.892 -0.389
H 3.081 1.006 -0.333
H 3.394 2.293 0.831
H 4.789 0.286 1.403
H 3.793 0.895 2.713
H 1.771 -2.785 2.702
H -2.085 -1.145 1.392
```

Table of Löwdin atomic charges, one value per atom, all in e:
1. O 0.13
2. C -0.40
3. C 0.05
4. C -0.21
5. C -0.40
6. O 0.10
7. N 0.24
8. C -0.32
9. O 0.13
10. N 0.06
11. C -0.05
12. C -0.11
13. O -0.02
14. C -0.21
15. C -0.01
16. C -0.63
17. Cl 0.68
18. C 0.02
19. C -0.07
20. C -0.13
21. H 0.13
22. H 0.14
23. H 0.17
24. H 0.12
25. H 0.14
26. H 0.14
27. H 0.15
28. H 0.11
29. H 0.08

***

Entry 5:
ORCA calculation (the ωB97M-V functional and the def2-TZVPD basis) on a molecular structure, C13H9CrF12O17S4.

Results
Energy relative to the best compared isomer or geometry (same formula, charge and spin)   0.0 kJ/mol
Gap between HOMO and LUMO (alpha / beta)   5.1 / 5.1 eV
2S+1   4
Net charge   -4
HOMO energy (alpha / beta)   3.0143 / 3.0118 eV
LUMO energy (alpha / beta)   0.298 / 0.298 hartree

Structure (XYZ):
```
56
C13H9CrF12O17S4 | the OMol25 dataset | the ωB97M-V functional and the def2-TZVPD basis
Cr -5.846 22.657 2.900
C -4.758 26.436 2.385
C -4.015 25.183 1.874
C -2.542 25.363 2.232
O -4.594 24.070 2.381
H -4.174 27.363 2.287
H -4.895 26.299 3.465
H -5.772 26.620 2.040
H -4.053 25.201 0.769
H -1.859 24.565 1.949
H -2.435 25.590 3.301
H -2.278 26.327 1.773
C -7.733 18.818 3.452
C -8.787 17.857 3.729
C -10.260 18.351 3.955
O -11.118 17.525 4.326
C -10.495 19.708 3.646
C -9.497 20.635 3.302
C -8.063 20.147 3.324
O -7.078 20.979 3.173
O -9.763 21.760 2.858
O -8.537 16.652 3.810
H -6.723 18.455 3.505
H -11.519 20.059 3.736
C -4.385 19.806 5.939
F -3.657 19.187 4.999
F -5.646 19.480 5.811
F -3.876 19.385 7.112
S -4.189 21.652 5.777
O -2.781 21.991 5.826
O -4.872 21.999 4.528
O -4.852 22.157 6.960
C -6.936 24.782 -0.580
F -7.591 25.049 -1.730
F -5.734 24.296 -0.827
F -6.800 25.970 0.025
S -8.013 23.608 0.410
O -9.171 24.396 0.738
O -8.221 22.521 -0.509
O -7.264 23.273 1.630
C -9.192 24.351 5.359
F -9.764 24.962 4.322
F -9.667 24.950 6.473
F -9.480 23.079 5.305
S -7.334 24.676 5.341
O -7.183 26.068 4.959
O -6.854 24.445 6.681
O -6.857 23.763 4.296
C -4.332 18.879 0.962
F -3.798 18.059 0.017
F -5.647 18.703 0.912
F -3.879 18.448 2.138
S -3.981 20.676 0.668
O -4.523 21.300 1.874
O -2.532 20.723 0.630
O -4.660 21.025 -0.551
```

Table of Löwdin atomic charges, one value per atom, all in e:
1. Cr 1.05
2. C -0.07
3. C -0.59
4. C -0.08
5. O -0.27
6. H 0.05
7. H 0.07
8. H 0.06
9. H 0.11
10. H 0.07
11. H 0.07
12. H 0.05
13. C 0.00
14. C -0.36
15. C -0.42
16. O -0.10
17. C -0.03
18. C -0.40
19. C -0.29
20. O -0.13
21. O 0.01
22. O -0.04
23. H 0.09
24. H 0.08
25. C -0.67
26. F 0.11
27. F 0.17
28. F 0.10
29. S 0.53
30. O -0.32
31. O -0.36
32. O -0.31
33. C -0.65
34. F 0.08
35. F 0.14
36. F 0.11
37. S 0.52
38. O -0.29
39. O -0.28
40. O -0.36
41. C -0.66
42. F 0.13
43. F 0.08
44. F 0.18
45. S 0.53
46. O -0.33
47. O -0.30
48. O -0.35
49. C -0.66
50. F 0.08
51. F 0.14
52. F 0.13
53. S 0.50
54. O -0.34
55. O -0.33
56. O -0.29

***

Entry 6:
ORCA calculation (the ωB97M-V functional and the def2-TZVPD basis) on a molecular structure, C13H9F5N4O3OsSbSe5.

Results
Energy relative to the best compared isomer or geometry (same formula, charge and spin)   81.6 kJ/mol
Gap between HOMO and LUMO (alpha / beta)   6.1 / 5.6 eV
2S+1   5
Net charge   -1
HOMO energy (alpha / beta)   -4.4029 / -5.4042 eV
LUMO energy (alpha / beta)   0.061 / 0.008 hartree

Structure (XYZ):
```
41
C13H9F5N4O3OsSbSe5 | the OMol25 dataset | the ωB97M-V functional and the def2-TZVPD basis
Os 0.975 0.882 -0.405
N 1.141 0.332 1.744
N 2.506 0.112 2.015
C 3.353 -0.092 0.909
O 4.452 -0.556 1.060
O 2.851 0.285 -0.253
H 0.772 1.058 2.351
H 0.579 -0.533 1.789
H 2.711 -0.453 2.824
Se -1.460 4.022 -2.708
Sb 0.847 3.645 -2.280
Se 1.152 1.015 -2.758
Se 1.237 3.397 0.194
Se 2.661 4.744 -3.314
F 3.445 -6.312 -0.748
C 2.579 -5.309 -0.575
C 2.244 -4.886 0.700
F 2.794 -5.479 1.767
C 1.343 -3.848 0.863
F 1.068 -3.465 2.121
C 0.741 -3.202 -0.207
Se -0.525 -1.796 0.027
C 1.109 -3.641 -1.474
F 0.587 -3.069 -2.563
C 2.007 -4.677 -1.669
F 2.323 -5.075 -2.906
N -2.839 4.089 2.032
C -3.692 3.123 1.595
O -4.840 3.022 1.981
C -3.117 2.208 0.558
C -3.935 1.668 -0.429
C -3.352 0.923 -1.431
C -1.980 0.737 -1.427
N -1.195 1.208 -0.449
C -1.768 1.922 0.529
H -3.232 4.792 2.635
H -2.035 4.341 1.476
H -4.998 1.865 -0.400
H -3.930 0.508 -2.243
H -1.482 0.182 -2.208
H -1.095 2.313 1.278
```

Table of Löwdin atomic charges, one value per atom, all in e:
1. Os 0.87
2. N -0.14
3. N 0.02
4. C -0.69
5. O 0.08
6. O -0.30
7. H 0.09
8. H -0.01
9. H 0.14
10. Se -0.12
11. Sb -0.26
12. Se 0.21
13. Se 0.00
14. Se -0.14
15. F 0.11
16. C -0.14
17. C -0.15
18. F 0.11
19. C -0.26
20. F 0.06
21. C -0.52
22. Se 0.69
23. C -0.26
24. F 0.07
25. C -0.14
26. F 0.11
27. N 0.18
28. C -0.50
29. O 0.06
30. C -0.12
31. C 0.02
32. C -0.03
33. C -0.24
34. N -0.20
35. C -0.15
36. H 0.11
37. H 0.10
38. H 0.13
39. H 0.12
40. H 0.06
41. H 0.05

***

Entry 7:
ORCA calculation (the ωB97M-V functional and the def2-TZVPD basis) on C14H10 in the gas phase.

Results
Energy relative to the best compared isomer or geometry (same formula, charge and spin)   248.5 kJ/mol
Gap between HOMO and LUMO   8.2 eV
2S+1   1
HOMO energy   -8.1488 eV
SMILES   c1ccc2c(c1)ccc1ccccc12
LUMO energy   0.000 hartree

Structure (XYZ):
```
24
C14H10 | the OMol25 dataset | the ωB97M-V functional and the def2-TZVPD basis
C -3.476 -0.330 0.271
C -2.894 -1.504 0.006
C -1.550 -1.493 -0.123
C -0.808 -0.298 -0.077
C -1.421 0.992 -0.170
C -2.874 0.858 -0.111
C -0.499 2.102 -0.177
C 0.858 2.199 -0.078
C 1.550 0.978 0.181
C 2.872 0.645 0.341
C 3.514 -0.562 0.172
C 2.632 -1.704 -0.180
C 1.302 -1.476 -0.284
C 0.717 -0.217 0.085
H -4.545 -0.490 0.691
H -3.271 -2.544 0.554
H -0.860 -2.405 0.374
H -3.317 1.833 -0.079
H -1.017 3.052 -0.156
H 1.468 3.215 -0.202
H 3.480 1.491 0.206
H 4.561 -0.593 0.240
H 3.259 -2.508 -0.735
H 0.701 -2.191 -0.026
```

Table of Löwdin atomic charges, one value per atom, all in e:
1. C -0.13
2. C -0.15
3. C -0.07
4. C -0.11
5. C -0.13
6. C -0.01
7. C -0.05
8. C -0.03
9. C -0.19
10. C -0.08
11. C -0.04
12. C -0.05
13. C -0.07
14. C -0.03
15. H 0.14
16. H 0.17
17. H 0.17
18. H 0.09
19. H 0.10
20. H 0.16
21. H 0.09
22. H 0.08
23. H 0.13
24. H 0.01

***

Entry 8:
ORCA calculation (the ωB97M-V functional and the def2-TZVPD basis) on C14H10BrNS in the gas phase.

Results
Energy relative to the best compared isomer or geometry (same formula, charge and spin)   37.5 kJ/mol
Gap between HOMO and LUMO   8.9 eV
2S+1   1
HOMO energy   -8.7421 eV
SMILES   S=C=NCc1ccc(-c2ccc(Br)cc2)cc1
LUMO energy   0.006 hartree

Structure (XYZ):
```
27
C14H10BrNS | the OMol25 dataset | the ωB97M-V functional and the def2-TZVPD basis
S 4.581 4.625 2.637
C 3.431 3.484 2.765
N 2.532 2.809 2.742
C 1.063 2.793 2.520
C 0.725 1.807 1.440
C -0.250 2.142 0.448
C -0.750 1.157 -0.429
C -0.281 -0.200 -0.377
C -0.786 -1.257 -1.208
C -2.238 -1.362 -1.367
C -2.627 -2.557 -2.038
C -1.658 -3.588 -2.343
Br -2.452 -5.279 -2.912
C -0.278 -3.216 -2.440
C 0.178 -1.983 -1.860
C 0.687 -0.466 0.611
C 1.115 0.488 1.478
H 0.541 2.537 3.450
H 0.788 3.826 2.293
H -0.714 3.124 0.448
H -1.594 1.412 -1.139
H -2.916 -0.615 -0.919
H -3.621 -2.866 -2.014
H 0.356 -3.957 -2.953
H 1.244 -1.743 -1.759
H 1.125 -1.387 0.690
H 1.801 0.268 2.237
```

Table of Löwdin atomic charges, one value per atom, all in e:
1. S 0.59
2. C -0.79
3. N 0.07
4. C -0.09
5. C -0.21
6. C -0.02
7. C -0.01
8. C -0.19
9. C -0.22
10. C 0.02
11. C -0.12
12. C -0.62
13. Br 0.67
14. C -0.08
15. C -0.02
16. C -0.02
17. C -0.05
18. H 0.13
19. H 0.13
20. H 0.11
21. H 0.13
22. H 0.12
23. H 0.06
24. H 0.10
25. H 0.13
26. H 0.09
27. H 0.10

***

| no. | strongest force on any atom (eV/Å) |
| --- | --- |
| 1 | 5.09 |
| 2 | 3.66 |
| 3 | 1.35 |
| 4 | 5.24 |
| 5 | 2.66 |
| 6 | 1.01 |
| 7 | 6.19 |
| 8 | 8.21 |